Record 1
{
  "formula": "C39H50N7O2STa",
  "method": "ωB97M-V/def2-TZVPD",
  "species": ["Ta", "C", "C", "N", "C", "C", "C", "C", "C", "C", "C", "N", "C", "C", "N", "N", "H", "H", "H", "H", "H", "H", "H", "H", "H", "H", "H", "H", "H", "H", "H", "H", "H", "H", "O", "S", "O", "N", "C", "C", "C", "C", "C", "C", "C", "C", "N", "C", "C", "C", "C", "C", "C", "C", "H", "H", "H", "H", "H", "H", "H", "H", "H", "H", "H", "C", "C", "C", "C", "H", "H", "H", "H", "H", "H", "H", "H", "H", "C", "N", "C", "C", "C", "C", "C", "C", "C", "C", "H", "H", "H", "H", "H", "H", "H", "H", "H", "H", "H", "H"],
  "coordinates": [[0.094, 0.073, -0.438], [-2.062, -1.919, -2.275], [-0.738, -1.772, -2.949], [-0.232, -0.374, -2.855], [-0.826, 0.458, -3.942], [-2.276, 0.796, -3.732], [-3.182, 0.862, -4.778], [-4.495, 1.198, -4.478], [-4.837, 1.487, -3.167], [-3.852, 1.428, -2.190], [-4.093, 1.883, -0.774], [-3.191, 1.251, 0.180], [-3.614, -0.083, 0.624], [-3.367, -1.145, -0.426], [-1.953, -1.347, -0.913], [-2.612, 1.044, -2.473], [-2.367, -2.968, -2.251], [-2.842, -1.377, -2.798], [-0.764, -2.115, -3.985], [-0.030, -2.399, -2.419], [0.751, -0.435, -3.097], [-0.713, -0.083, -4.886], [-0.233, 1.372, -4.023], [-2.874, 0.638, -5.791], [-5.241, 1.241, -5.260], [-5.847, 1.772, -2.901], [-5.153, 1.764, -0.521], [-3.887, 2.958, -0.750], [-3.121, 1.849, 0.995], [-4.686, -0.114, 0.859], [-3.092, -0.319, 1.538], [-3.946, -0.894, -1.312], [-3.745, -2.112, -0.086], [-1.593, -2.091, -0.320], [3.860, -0.092, 0.817], [2.612, 0.108, 1.489], [1.683, -0.999, 1.661], [1.650, 1.100, 0.562], [2.158, 2.378, 0.259], [3.305, 2.973, 0.722], [3.614, 4.296, 0.345], [2.784, 5.003, -0.474], [1.609, 4.399, -0.974], [0.703, 5.074, -1.815], [-0.409, 4.404, -2.240], [-0.598, 3.071, -1.861], [0.220, 2.376, -1.086], [1.316, 3.067, -0.621], [2.948, 0.783, 3.072], [1.903, 1.177, 3.899], [2.196, 1.618, 5.177], [3.515, 1.645, 5.617], [4.547, 1.235, 4.784], [4.272, 0.804, 3.496], [3.997, 2.458, 1.371], [4.522, 4.744, 0.722], [3.007, 6.024, -0.754], [0.893, 6.101, -2.100], [-1.149, 4.868, -2.877], [-1.469, 2.556, -2.221], [0.881, 1.130, 3.552], [1.398, 1.934, 5.834], [3.738, 1.982, 6.621], [5.569, 1.251, 5.135], [5.064, 0.488, 2.831], [2.355, -2.132, -3.536], [2.144, -2.459, -2.052], [3.482, -2.937, -1.479], [1.697, -1.257, -1.161], [2.865, -2.958, -4.031], [2.996, -1.251, -3.641], [1.445, -1.967, -4.109], [1.445, -3.296, -1.960], [4.216, -2.129, -1.492], [3.875, -3.765, -2.069], [3.377, -3.274, -0.446], [2.333, -0.402, -1.465], [2.081, -1.567, -0.195], [1.450, -3.680, 2.227], [0.035, -3.955, 2.073], [-0.557, -4.627, 3.212], [-0.735, -2.962, 1.372], [-1.106, -1.634, 2.042], [-1.808, -1.644, 3.245], [-2.088, -0.470, 3.937], [-1.668, 0.746, 3.420], [-1.023, 0.773, 2.190], [-0.765, -0.400, 1.473], [1.941, -4.589, 2.572], [1.680, -2.874, 2.937], [1.882, -3.417, 1.258], [0.028, -5.520, 3.430], [-1.573, -4.950, 2.971], [-0.588, -4.023, 4.128], [-1.665, -3.449, 1.038], [-0.137, -2.732, 0.477], [-2.142, -2.584, 3.657], [-2.623, -0.510, 4.876], [-1.844, 1.668, 3.962], [-0.723, 1.739, 1.791]],
  "relative_energy_kj_mol": 196.1,
  "lumo_energy_ev": -6.54,
  "energy_ha": -2504.55100,
  "orbital_gap_ev": 6.07,
  "total_charge": 2,
  "homo_energy_ev": -12.606,
  "mol_weight_da": 861.89
}

=====

Record 2
{
  "formula": "C39H50N8O4",
  "method": "ωB97M-V/def2-TZVPD",
  "species": ["N", "O", "O", "O", "C", "C", "O", "N", "H", "H", "C", "H", "H", "H", "H", "H", "H", "C", "N", "C", "C", "C", "C", "C", "C", "C", "C", "N", "C", "C", "C", "H", "H", "H", "H", "H", "H", "H", "H", "H", "H", "H", "H", "H", "H", "C", "N", "C", "C", "C", "C", "C", "C", "C", "C", "N", "C", "C", "C", "H", "H", "H", "H", "H", "H", "H", "H", "H", "H", "H", "H", "H", "H", "C", "N", "C", "C", "C", "C", "C", "C", "C", "C", "N", "C", "C", "C", "H", "H", "H", "H", "H", "H", "H", "H", "H", "H", "H", "H", "H", "H"],
  "coordinates": [[1.241, -2.294, 0.000], [2.211, -1.985, -0.606], [1.311, -2.963, 1.037], [0.111, -1.956, -0.417], [0.252, -5.252, 3.867], [-0.730, -4.093, 3.601], [-0.766, -3.211, 4.385], [-1.410, -4.133, 2.218], [-0.735, -4.401, 1.517], [-2.008, -4.929, 2.046], [-2.044, -2.820, 1.843], [1.046, -5.098, 4.598], [0.852, -5.346, 2.962], [-0.302, -6.131, 4.196], [-2.260, -2.813, 0.775], [-1.370, -1.967, 1.923], [-2.934, -2.617, 2.439], [3.871, -0.342, 2.171], [2.756, 0.149, 2.885], [1.690, -0.653, 3.238], [0.565, -0.109, 3.892], [0.518, 1.252, 4.236], [1.659, 2.025, 3.903], [2.805, 1.498, 3.255], [-0.704, 1.809, 4.874], [-1.999, 1.769, 4.375], [-3.007, 2.410, 5.111], [-2.732, 3.066, 6.269], [-1.454, 3.179, 6.700], [-0.394, 2.559, 6.078], [-3.877, 3.659, 7.079], [4.696, 0.364, 2.265], [3.513, -0.486, 1.152], [4.233, -1.147, 2.810], [1.797, -1.699, 2.990], [-0.293, -0.734, 4.091], [1.601, 3.022, 4.314], [3.603, 2.189, 3.023], [-2.261, 1.221, 3.481], [-4.041, 2.424, 4.799], [-1.286, 3.762, 7.593], [0.579, 2.722, 6.516], [-3.856, 3.031, 7.969], [-4.869, 3.532, 6.645], [-3.638, 4.693, 7.326], [4.524, 0.192, -5.373], [3.531, -0.804, -5.068], [3.630, -1.597, -3.992], [2.700, -2.665, -3.811], [1.635, -2.829, -4.694], [1.530, -1.914, -5.755], [2.455, -0.956, -5.913], [0.539, -3.833, -4.407], [-0.063, -4.093, -3.125], [-1.039, -5.059, -2.969], [-1.330, -5.890, -4.054], [-0.797, -5.707, -5.280], [0.098, -4.621, -5.503], [-2.229, -6.995, -3.761], [5.300, 0.043, -4.622], [4.134, 1.195, -5.197], [4.936, -0.021, -6.359], [4.502, -1.441, -3.374], [2.787, -3.385, -3.011], [0.772, -2.153, -6.486], [2.450, -0.298, -6.769], [0.375, -3.654, -2.241], [-1.366, -5.335, -1.977], [-1.233, -6.260, -6.099], [0.522, -4.509, -6.490], [-2.468, -7.513, -4.690], [-3.090, -6.735, -3.145], [-1.589, -7.626, -3.144], [-0.618, 8.602, 0.541], [-0.665, 7.251, -0.051], [-0.417, 6.192, 0.763], [-0.415, 4.894, 0.197], [-0.686, 4.648, -1.152], [-0.924, 5.771, -1.946], [-0.774, 7.077, -1.394], [-0.775, 3.289, -1.644], [0.138, 2.290, -1.369], [0.134, 1.077, -2.060], [-0.996, 0.757, -2.753], [-2.030, 1.595, -2.837], [-1.881, 2.897, -2.447], [-1.183, -0.629, -3.309], [-1.193, 9.258, -0.112], [0.367, 8.955, 0.845], [-1.212, 8.611, 1.455], [-0.212, 6.436, 1.795], [-0.171, 4.183, 0.973], [-1.180, 5.799, -2.995], [-0.786, 7.896, -2.098], [0.948, 2.508, -0.688], [0.806, 0.264, -1.829], [-2.892, 1.169, -3.329], [-2.786, 3.477, -2.338], [-0.352, -0.959, -3.933], [-2.106, -0.641, -3.888], [-1.294, -1.360, -2.509]],
  "relative_energy_kj_mol": 598.8,
  "lumo_energy_ev": -14.45,
  "energy_ha": -2252.55079,
  "orbital_gap_ev": 7.30,
  "total_charge": 6,
  "homo_energy_ev": -21.744,
  "mol_weight_da": 694.88
}

=====

Record 3
{
  "formula": "C39H51BF4N2O2RhSSbSi",
  "method": "ωB97M-V/def2-TZVPD",
  "species": ["Rh", "C", "C", "N", "C", "C", "C", "S", "N", "C", "O", "C", "C", "C", "C", "C", "C", "H", "H", "H", "H", "H", "H", "H", "H", "H", "H", "H", "H", "H", "H", "H", "O", "Si", "C", "C", "C", "C", "C", "C", "C", "C", "C", "C", "C", "C", "C", "C", "C", "C", "C", "C", "H", "H", "H", "H", "H", "H", "H", "H", "H", "H", "H", "H", "H", "H", "H", "C", "C", "C", "Sb", "C", "C", "C", "C", "C", "C", "H", "H", "H", "H", "H", "H", "H", "H", "H", "H", "H", "H", "H", "H", "H", "H", "H", "H", "H", "H", "H", "F", "B", "F", "F", "F"],
  "coordinates": [[1.127, -0.016, 0.500], [0.042, -4.299, -2.191], [0.602, -3.294, -3.189], [-0.159, -2.042, -3.191], [-1.197, -1.871, -4.216], [-2.597, -2.256, -3.781], [0.041, -1.097, -2.275], [1.517, -1.189, -1.365], [-0.860, -0.104, -2.266], [-0.855, 0.930, -1.450], [-0.087, 1.172, -0.465], [-1.858, 1.995, -1.714], [-1.925, 3.111, -0.884], [-2.859, 4.102, -1.132], [-3.735, 3.981, -2.201], [-3.680, 2.865, -3.024], [-2.744, 1.872, -2.782], [0.717, -5.152, -2.107], [-0.936, -4.668, -2.497], [-0.056, -3.843, -1.206], [0.566, -3.679, -4.208], [1.647, -3.080, -2.971], [-0.883, -2.487, -5.059], [-1.170, -0.829, -4.535], [-2.641, -3.309, -3.506], [-3.291, -2.092, -4.607], [-2.922, -1.654, -2.935], [-1.258, 3.186, -0.037], [-2.912, 4.965, -0.482], [-4.468, 4.754, -2.389], [-4.369, 2.765, -3.851], [-2.692, 0.995, -3.410], [-0.195, -1.407, 1.059], [-1.513, -1.695, 1.946], [-2.651, -0.199, 2.133], [-2.180, 1.112, 2.186], [-3.048, 2.185, 2.324], [-4.416, 1.972, 2.417], [-4.907, 0.676, 2.372], [-4.032, -0.391, 2.226], [-2.595, -3.013, 1.120], [-2.918, -2.940, -0.236], [-3.803, -3.839, -0.814], [-4.376, -4.846, -0.050], [-4.055, -4.949, 1.294], [-3.176, -4.041, 1.865], [-1.028, -2.420, 3.610], [0.237, -2.968, 3.802], [0.593, -3.546, 5.011], [-0.318, -3.584, 6.057], [-1.581, -3.036, 5.889], [-1.927, -2.460, 4.675], [-1.117, 1.310, 2.141], [-2.654, 3.193, 2.369], [-5.094, 2.809, 2.526], [-5.972, 0.495, 2.441], [-4.439, -1.395, 2.166], [-2.479, -2.151, -0.840], [-4.064, -3.759, -1.861], [-5.070, -5.544, -0.502], [-4.490, -5.735, 1.899], [-2.930, -4.142, 2.914], [0.960, -2.925, 2.997], [1.586, -3.956, 5.143], [-0.041, -4.029, 7.005], [-2.294, -3.052, 6.704], [-2.911, -2.015, 4.567], [5.417, 1.570, -2.381], [4.553, 0.697, -1.481], [5.398, -0.208, -0.587], [3.075, 1.693, -0.253], [4.181, 2.801, 1.237], [3.288, 3.857, 1.882], [5.473, 3.400, 0.695], [2.176, 3.161, -1.570], [1.801, 2.499, -2.896], [2.961, 4.443, -1.818], [6.041, 0.931, -3.013], [6.090, 2.211, -1.810], [4.829, 2.207, -3.041], [3.926, 0.061, -2.111], [6.017, 0.370, 0.103], [6.071, -0.819, -1.193], [4.784, -0.885, 0.011], [4.422, 2.047, 1.988], [2.827, 4.519, 1.146], [3.896, 4.483, 2.540], [2.500, 3.407, 2.480], [5.293, 4.133, -0.093], [6.155, 2.642, 0.310], [5.990, 3.917, 1.508], [1.251, 3.403, -1.039], [2.673, 2.405, -3.547], [1.067, 3.112, -3.425], [1.378, 1.498, -2.776], [3.906, 4.240, -2.326], [3.184, 4.993, -0.905], [2.381, 5.105, -2.466], [2.435, -0.518, 2.305], [1.958, 0.525, 3.218], [1.093, 0.040, 4.138], [1.258, 1.444, 2.299], [3.041, 1.171, 3.743]],
  "relative_energy_kj_mol": 0.0,
  "lumo_energy_ev": -0.88,
  "energy_ha": -3239.81321,
  "orbital_gap_ev": 7.55,
  "total_charge": 0,
  "homo_energy_ev": -8.425,
  "mol_weight_da": 951.47
}

=====

Record 4
{
  "formula": "C39H51IN9O2PSScTe",
  "method": "ωB97M-V/def2-TZVPD",
  "species": ["Sc", "C", "C", "N", "N", "C", "N", "S", "C", "C", "C", "C", "C", "N", "H", "H", "H", "H", "H", "H", "H", "H", "H", "H", "N", "C", "O", "C", "C", "C", "C", "N", "C", "H", "H", "H", "H", "H", "H", "Te", "C", "C", "C", "C", "C", "C", "C", "C", "C", "C", "C", "C", "H", "H", "H", "H", "H", "H", "H", "H", "H", "H", "C", "C", "P", "C", "C", "C", "C", "H", "H", "H", "H", "H", "H", "H", "H", "H", "H", "H", "H", "H", "H", "H", "N", "C", "O", "C", "I", "H", "H", "H", "H", "N", "C", "C", "C", "C", "C", "N", "H", "H", "H", "H", "H", "H"],
  "coordinates": [[0.029, 0.083, 0.501], [-2.726, -0.315, -3.536], [-2.101, -0.500, -2.188], [-0.857, -0.364, -1.963], [-0.110, -0.060, -3.071], [1.230, -0.045, -3.006], [1.870, 0.071, -4.162], [2.034, -0.104, -1.530], [-2.923, -0.871, -1.008], [-4.108, -1.555, -1.185], [-4.882, -1.885, -0.080], [-4.453, -1.477, 1.165], [-3.239, -0.821, 1.260], [-2.453, -0.545, 0.207], [-2.450, 0.667, -3.932], [-3.808, -0.347, -3.486], [-2.398, -1.089, -4.244], [-0.578, 0.058, -3.953], [1.401, 0.054, -5.056], [2.875, 0.124, -4.159], [-4.428, -1.842, -2.178], [-5.810, -2.432, -0.202], [-5.040, -1.655, 2.060], [-2.889, -0.493, 2.226], [-1.817, 4.918, -3.886], [-1.472, 3.680, -3.485], [-1.971, 2.651, -3.924], [-0.400, 3.565, -2.435], [0.817, 4.224, -2.497], [1.797, 3.894, -1.569], [1.534, 2.899, -0.656], [0.351, 2.271, -0.576], [-0.594, 2.624, -1.442], [-2.506, 5.023, -4.614], [-1.409, 5.747, -3.493], [1.012, 4.961, -3.271], [2.768, 4.376, -1.580], [2.291, 2.592, 0.048], [-1.546, 2.118, -1.370], [-1.960, 2.202, 1.902], [-3.333, 3.414, 0.853], [-2.905, 4.423, -0.002], [-3.841, 5.290, -0.549], [-5.192, 5.142, -0.247], [-5.610, 4.129, 0.605], [-4.679, 3.258, 1.164], [-1.057, 3.881, 2.807], [0.128, 4.422, 2.320], [0.691, 5.524, 2.958], [0.068, 6.076, 4.071], [-1.123, 5.536, 4.541], [-1.692, 4.433, 3.911], [-1.852, 4.564, -0.211], [-3.517, 6.093, -1.203], [-5.917, 5.827, -0.670], [-6.662, 4.019, 0.849], [-5.005, 2.475, 1.839], [0.600, 4.009, 1.442], [1.604, 5.965, 2.573], [0.508, 6.932, 4.569], [-1.619, 5.977, 5.398], [-2.626, 4.021, 4.276], [-1.040, -3.968, -0.442], [-0.093, -4.010, 0.765], [1.081, -2.592, 0.776], [2.296, -3.149, -0.493], [2.914, -4.533, -0.275], [2.053, -2.720, 2.339], [1.831, -3.974, 3.194], [-1.762, -4.786, -0.395], [-0.496, -4.070, -1.386], [-1.600, -3.031, -0.480], [0.502, -4.920, 0.753], [-0.656, -4.028, 1.695], [3.080, -2.402, -0.537], [1.795, -3.098, -1.460], [3.274, -4.676, 0.746], [3.773, -4.653, -0.939], [2.217, -5.337, -0.511], [1.851, -1.831, 2.929], [3.102, -2.655, 2.039], [0.799, -4.055, 3.536], [2.466, -3.922, 4.080], [2.085, -4.893, 2.663], [4.207, 0.075, 0.848], [3.313, 0.654, 1.632], [2.078, 0.597, 1.391], [3.848, 1.416, 2.803], [4.006, 0.108, 4.491], [3.921, -0.405, 0.012], [5.192, 0.146, 1.038], [3.193, 2.234, 3.077], [4.853, 1.779, 2.627], [0.483, 1.358, 3.771], [-0.058, 0.124, 3.896], [-0.360, -0.379, 5.173], [-0.997, -1.583, 5.293], [-1.340, -2.294, 4.133], [-1.012, -1.747, 2.934], [-0.387, -0.551, 2.774], [0.733, 1.849, 4.612], [1.057, 1.545, 2.974], [-0.079, 0.201, 6.047], [-1.232, -1.980, 6.274], [-1.849, -3.249, 4.179], [-1.270, -2.257, 2.022]],
  "relative_energy_kj_mol": 63.5,
  "lumo_energy_ev": -8.09,
  "energy_ha": -4225.38417,
  "orbital_gap_ev": 6.98,
  "total_charge": 3,
  "homo_energy_ev": -15.065,
  "mol_weight_da": 1040.40
}